# 1
Computed, not measured: a 13-piece molecular cluster, C39H104O13 overall, with the ωB97M-V functional and the def2-TZVPD basis.

```
! RIJCOSX wB97M-V def2-TZVPD def2/J DEFGRID3
* xyz 0 1
C 26.511 4.620 -20.380
C 25.210 5.433 -20.440
C 24.150 4.887 -21.394
O 24.581 5.340 -19.122
H 26.298 3.571 -20.585
H 26.911 4.763 -19.379
H 27.153 4.943 -21.203
H 25.333 6.518 -20.483
H 24.545 4.988 -22.408
H 23.300 5.571 -21.377
H 23.846 3.881 -21.114
H 24.501 6.227 -18.747
C 24.350 9.704 -19.170
C 24.614 9.142 -17.788
C 23.280 9.107 -17.037
O 25.048 7.803 -17.941
H 23.848 8.978 -19.814
H 25.233 9.948 -19.769
H 23.713 10.590 -19.174
H 25.404 9.638 -17.220
H 23.447 8.951 -15.973
H 22.656 8.287 -17.399
H 22.722 10.016 -17.255
H 25.947 7.782 -17.593
C 22.511 5.351 -16.874
C 21.526 5.100 -18.000
C 21.766 3.703 -18.593
O 20.216 5.124 -17.501
H 23.448 5.748 -17.268
H 22.640 4.498 -16.207
H 22.120 6.188 -16.285
H 21.638 5.915 -18.719
H 21.194 3.523 -19.506
H 21.660 2.861 -17.907
H 22.798 3.570 -18.937
H 20.241 4.470 -16.792
C 21.533 10.522 -14.637
C 20.749 11.747 -14.051
C 20.073 11.520 -12.707
O 21.689 12.821 -13.999
H 22.041 9.939 -13.869
H 22.243 11.047 -15.271
H 20.884 9.910 -15.259
H 20.037 12.019 -14.835
H 19.357 10.701 -12.736
H 19.587 12.459 -12.432
H 20.846 11.368 -11.953
H 21.242 13.644 -14.211
C 24.641 7.111 -14.229
C 23.766 6.814 -13.000
C 24.150 5.460 -12.412
O 24.066 7.850 -12.077
H 24.406 6.312 -14.938
H 25.707 7.126 -14.014
H 24.313 8.001 -14.766
H 22.700 6.831 -13.243
H 25.148 5.535 -11.978
H 24.101 4.642 -13.131
H 23.493 5.176 -11.586
H 23.527 7.772 -11.285
C 27.291 12.184 -20.428
C 28.090 13.378 -20.866
C 29.551 13.218 -20.522
O 27.933 13.350 -22.293
H 27.227 12.144 -19.333
H 27.783 11.213 -20.533
H 26.300 12.127 -20.874
H 27.694 14.334 -20.517
H 29.975 14.222 -20.616
H 30.119 12.557 -21.176
H 29.706 12.871 -19.499
H 28.716 13.717 -22.715
C 27.254 11.968 -15.252
C 26.391 11.349 -14.155
C 24.930 11.831 -14.230
O 26.398 9.963 -14.289
H 26.882 11.752 -16.255
H 28.302 11.674 -15.167
H 27.351 13.054 -15.178
H 26.761 11.670 -13.174
H 24.473 11.472 -15.155
H 24.916 12.911 -14.402
H 24.304 11.568 -13.380
H 26.013 9.593 -13.488
C 27.187 8.346 -23.235
C 26.062 9.322 -23.447
C 26.296 10.088 -24.738
O 24.947 8.464 -23.710
H 27.473 7.725 -24.085
H 27.160 7.634 -22.409
H 28.070 8.980 -23.086
H 25.885 9.916 -22.548
H 27.113 10.805 -24.633
H 25.366 10.605 -24.984
H 26.522 9.446 -25.588
H 24.132 8.977 -23.704
C 21.525 7.907 -21.088
C 20.199 7.135 -21.006
C 19.154 7.758 -21.898
O 20.450 5.809 -21.385
H 21.185 8.943 -21.003
H 22.073 7.804 -22.025
H 22.200 7.673 -20.265
H 19.890 7.240 -19.959
H 19.433 7.632 -22.947
H 19.098 8.822 -21.679
H 18.188 7.260 -21.806
H 21.009 5.393 -20.722
C 19.956 10.622 -19.149
C 20.581 11.661 -20.050
C 19.653 12.344 -21.033
O 21.158 12.717 -19.268
H 19.249 9.970 -19.664
H 19.439 11.048 -18.289
H 20.695 9.913 -18.775
H 21.439 11.180 -20.531
H 19.200 11.593 -21.685
H 20.209 13.035 -21.673
H 18.900 13.005 -20.602
H 21.339 13.480 -19.819
C 25.431 2.173 -15.444
C 25.474 3.483 -16.269
C 26.666 4.366 -16.053
O 25.262 3.100 -17.610
H 26.059 1.405 -15.895
H 24.417 1.833 -15.242
H 25.872 2.387 -14.465
H 24.622 4.034 -15.849
H 26.737 4.707 -15.017
H 26.558 5.233 -16.707
H 27.641 3.904 -16.229
H 24.918 3.909 -18.035
C 17.612 7.272 -17.018
C 18.455 8.518 -17.240
C 18.315 9.445 -16.061
O 19.819 8.136 -17.277
H 16.639 7.608 -16.636
H 17.962 6.574 -16.262
H 17.241 6.873 -17.964
H 18.162 9.084 -18.125
H 18.976 10.306 -16.208
H 18.652 9.047 -15.103
H 17.341 9.933 -15.984
H 19.961 7.191 -17.186
C 28.278 8.069 -19.681
C 28.932 8.172 -18.316
C 29.383 9.592 -18.008
O 28.021 7.640 -17.357
H 28.512 7.216 -20.320
H 28.440 8.947 -20.309
H 27.190 7.977 -19.608
H 29.836 7.555 -18.274
H 29.988 10.041 -18.799
H 29.961 9.622 -17.085
H 28.518 10.261 -18.042
H 28.323 7.896 -16.478
*
```

For the relative energy (zero: lowest compared OMol25 entry of this formula, charge and spin), the calculation gives 2.986 eV. The calculation puts the gap between HOMO and LUMO at 10.04 eV. The HOMO energy comes out at -9.5 eV. Its electronic energy is -2526.33913 a.u.



# 2
Computed, not measured: a 12-piece molecular cluster, C39H109N17O15 overall, with the ωB97M-V functional and the def2-TZVPD basis.

```
! RIJCOSX wB97M-V def2-TZVPD def2/J DEFGRID3
* xyz 0 1
C 9.161 -1.935 -2.130
O 7.777 -1.682 -2.005
C 7.260 -0.387 -1.846
C 6.628 0.182 -3.087
C 5.899 1.552 -2.748
N 5.572 -0.665 -3.685
H 9.546 -2.519 -1.294
H 9.660 -0.988 -2.332
H 9.274 -2.662 -2.935
H 6.488 -0.650 -1.123
H 7.939 0.339 -1.400
H 7.298 0.392 -3.920
H 4.999 1.371 -2.161
H 5.694 2.103 -3.666
H 6.700 2.094 -2.244
H 4.779 -0.877 -3.098
H 6.034 -1.551 -3.535
C 2.642 -0.094 -0.776
O 1.377 -0.331 -0.213
C 0.273 -0.220 -1.144
C -0.991 0.241 -0.355
C -1.641 -0.625 0.701
N -1.996 0.581 -1.286
H 2.851 -0.642 -1.694
H 3.400 -0.426 -0.067
H 2.859 0.948 -1.013
H 0.493 0.404 -2.010
H 0.224 -1.284 -1.380
H -0.914 1.264 0.012
H -1.068 -1.061 1.518
H -2.047 -1.546 0.283
H -2.553 -0.255 1.169
H -2.814 0.843 -0.753
H -2.358 -0.338 -1.498
C 3.759 3.443 0.480
O 5.167 3.612 0.768
C 5.545 3.698 2.189
C 6.955 3.033 2.329
C 6.944 1.592 1.910
N 7.208 3.053 3.714
H 3.595 3.050 -0.523
H 3.152 4.342 0.590
H 3.371 2.581 1.023
H 5.370 4.631 2.724
H 4.979 3.067 2.875
H 7.620 3.641 1.714
H 6.659 1.540 0.859
H 6.225 0.963 2.433
H 7.945 1.161 1.896
H 6.816 3.947 3.972
H 6.593 2.375 4.141
C -4.571 -2.336 3.649
O -3.577 -2.442 2.641
C -3.348 -3.794 2.173
C -2.778 -4.762 3.289
C -1.606 -4.165 4.093
N -2.219 -5.913 2.593
H -4.161 -2.736 4.577
H -5.462 -2.932 3.450
H -4.925 -1.326 3.855
H -4.277 -4.279 1.872
H -2.571 -3.747 1.410
H -3.531 -5.264 3.895
H -0.855 -3.715 3.445
H -1.144 -4.724 4.907
H -1.987 -3.239 4.523
H -2.872 -6.276 1.914
H -1.445 -5.633 2.007
C -6.669 -1.309 -6.119
O -5.845 -1.795 -5.011
C -5.039 -0.876 -4.398
C -5.743 -0.101 -3.276
N -4.832 0.509 -2.261
C -5.633 1.306 -1.308
C -6.380 0.579 -0.244
O -7.507 -0.184 -0.729
C -8.285 -0.994 0.088
H -7.358 -0.527 -5.799
H -7.353 -2.151 -6.234
H -6.159 -0.862 -6.972
H -4.624 -0.226 -5.168
H -4.078 -1.266 -4.063
H -6.274 -0.878 -2.725
H -6.483 0.637 -3.584
H -4.336 1.237 -2.755
H -6.399 1.875 -1.835
H -5.016 2.097 -0.881
H -6.674 1.240 0.571
H -5.729 -0.070 0.341
H -8.733 -1.804 -0.490
H -9.070 -0.331 0.452
H -7.967 -1.309 1.081
C -3.682 2.838 2.486
O -3.018 3.013 1.232
C -2.796 4.395 0.868
C -2.420 4.535 -0.686
N -1.117 4.013 -0.943
C -0.688 4.472 -2.238
C 0.807 4.028 -2.444
O 1.399 4.713 -3.535
C 2.468 4.073 -4.138
H -3.106 3.130 3.364
H -3.980 1.795 2.596
H -4.693 3.237 2.409
H -1.979 4.794 1.469
H -3.704 4.992 0.956
H -2.395 5.576 -1.009
H -3.077 3.902 -1.282
H -1.098 3.011 -1.069
H -0.627 5.558 -2.300
H -1.264 4.035 -3.054
H 0.739 2.972 -2.704
H 1.469 3.981 -1.579
H 2.768 4.449 -5.116
H 2.359 2.988 -4.167
H 3.252 4.320 -3.423
C 1.412 5.231 3.706
O 1.642 3.809 3.828
C 0.567 2.937 3.233
C 0.661 1.565 3.745
N 0.744 1.671 5.210
C 0.992 0.247 5.695
C 0.081 -0.998 5.398
O -0.076 -2.040 6.328
C -0.723 -1.597 7.490
H 0.469 5.580 3.285
H 2.061 5.561 2.895
H 1.654 5.706 4.657
H 0.636 2.869 2.147
H -0.458 3.297 3.323
H 1.613 1.207 3.353
H -0.053 0.825 3.383
H 1.449 2.364 5.414
H 0.882 0.313 6.778
H 2.013 -0.040 5.444
H 0.332 -1.376 4.407
H -0.891 -0.546 5.199
H -0.929 -2.500 8.066
H -1.665 -1.064 7.359
H -0.004 -1.093 8.136
N 1.811 -2.067 2.050
C 2.833 -1.755 2.838
N 3.411 -0.693 2.450
O 3.262 -2.475 3.702
H 1.164 -2.806 2.284
H 1.731 -1.561 1.179
H 4.292 -0.345 2.800
H 2.873 -0.210 1.744
N -3.888 -5.196 -1.123
C -5.030 -4.730 -0.876
N -4.869 -3.407 -0.803
O -5.957 -5.404 -0.555
H -3.143 -4.567 -1.387
H -3.565 -6.119 -0.870
H -5.584 -2.782 -0.458
H -4.024 -2.990 -1.167
N -1.017 1.133 -4.305
C -2.145 1.477 -4.835
N -2.195 0.899 -6.011
O -3.028 2.206 -4.414
H -0.838 1.340 -3.333
H -0.449 0.460 -4.800
H -1.298 0.701 -6.430
H -3.091 1.009 -6.466
N -1.086 -2.265 -4.082
C -1.450 -3.324 -3.445
N -0.628 -4.301 -3.721
O -2.335 -3.198 -2.651
H -1.689 -1.541 -3.719
H -0.263 -2.047 -4.627
H 0.119 -4.181 -4.390
H -0.941 -5.193 -3.366
N 3.672 -4.678 -1.193
C 4.358 -3.619 -1.592
N 5.491 -3.442 -0.908
O 3.946 -2.767 -2.420
H 4.075 -5.423 -0.642
H 2.734 -4.819 -1.541
H 6.159 -2.765 -1.247
H 5.723 -4.116 -0.192
*
```

For the relative energy (zero: lowest compared OMol25 entry of this formula, charge and spin), the calculation gives 8.652 eV. Its SMILES is COC[C@H](C)N.COC[C@H](C)N.COC[C@H](C)N.COC[C@H](C)N.COCCNCCOC.COCCNCCOC.COCCNCCOC.NC(N)=O.NC(N)=O.NC(N)=O.NC(N)=O.NC(N)=O. The calculation puts the gap between HOMO and LUMO at 8.44 eV. The HOMO energy comes out at -8.6 eV. Its electronic energy is -3610.45178 a.u.



# 3
Computed, not measured: C39H26BClF4GdN6OSe as an isolated structure, with the ωB97M-V functional and the def2-TZVPD basis.

```
! RIJCOSX wB97M-V def2-TZVPD def2/J DEFGRID3
* xyz -1 8
Gd 12.159 12.149 11.314
Cl 11.486 5.931 15.394
C 11.898 7.484 14.756
C 11.775 8.665 15.572
C 12.020 9.907 15.060
C 12.396 10.092 13.717
O 12.627 11.285 13.352
C 12.651 8.908 12.904
C 13.221 8.931 11.586
N 13.574 10.115 10.962
C 14.855 10.204 10.449
C 15.673 9.087 10.090
C 17.014 9.239 9.874
C 17.609 10.465 9.702
C 16.798 11.600 9.821
C 17.367 12.912 9.884
C 16.548 13.972 10.203
C 15.170 13.793 10.477
N 14.620 12.569 10.498
C 15.437 11.497 10.184
C 12.323 7.620 13.457
H 11.488 8.530 16.623
H 11.911 10.848 15.564
H 13.361 7.942 11.151
H 15.259 8.121 10.243
H 17.649 8.346 9.851
H 18.690 10.569 9.559
H 18.420 13.106 9.768
H 16.959 15.015 10.237
H 14.474 14.616 10.649
H 12.527 6.673 12.930
C 9.704 8.728 8.742
C 10.747 9.428 9.404
N 10.525 10.176 10.470
C 9.314 10.257 10.987
C 8.369 9.214 10.674
C 8.478 8.643 9.405
C 7.253 9.012 11.517
C 7.149 9.823 12.636
C 7.970 10.916 12.934
C 9.020 11.170 12.081
N 9.846 12.279 12.195
C 9.470 13.536 12.633
C 8.188 14.051 12.517
C 7.881 15.394 12.642
C 8.874 16.302 12.981
C 10.198 15.829 13.094
C 11.252 16.738 13.272
C 12.504 16.247 13.550
C 12.722 14.856 13.441
N 11.786 14.035 12.928
C 10.517 14.452 12.863
H 9.824 8.374 7.715
H 11.798 9.446 9.036
H 7.679 8.027 8.989
H 6.631 8.118 11.388
H 6.347 9.686 13.308
H 7.852 11.483 13.831
H 7.381 13.364 12.502
H 6.843 15.733 12.457
H 8.739 17.326 13.128
H 10.973 17.817 13.265
H 13.396 16.836 13.839
H 13.678 14.418 13.809
Se 12.816 11.319 6.763
C 12.607 9.619 6.105
C 13.714 8.702 6.146
C 13.585 7.457 5.585
N 12.467 6.951 5.096
C 11.452 7.844 4.938
C 11.442 9.136 5.429
H 14.646 8.942 6.739
H 14.455 6.803 5.533
H 10.534 7.379 4.571
H 10.540 9.780 5.261
F 12.179 14.262 10.217
B 11.183 14.057 9.191
F 10.914 12.635 9.318
F 11.654 14.257 7.918
F 10.065 14.748 9.534
*
```

For the relative energy (zero: lowest compared OMol25 entry of this formula, charge and spin), the calculation gives 6.414 eV. The calculation puts the gap between HOMO and LUMO (alpha / beta) at 3.74 / 3.32 eV. The HOMO energy (alpha / beta) comes out at -2.8 / -3.3 eV. Its electronic energy is -5957.39733 a.u. The expectation value of S² is 15.90.



# 4
Computed, not measured: C39H26Cl2IN7O8V as an isolated structure, with the ωB97M-V functional and the def2-TZVPD basis.

```
! RIJCOSX wB97M-V def2-TZVPD def2/J DEFGRID3
* xyz -2 4
V -0.662 -0.078 0.136
Cl -6.723 -1.856 -2.401
C -5.242 -1.863 -1.474
C -4.278 -0.905 -1.771
C -3.092 -0.858 -1.049
N -2.039 0.043 -1.249
C -1.898 0.775 -2.385
O -2.712 0.896 -3.289
C -0.478 1.269 -2.637
C -0.061 1.196 -3.942
C 1.293 1.120 -4.284
C 2.223 0.927 -3.230
C 1.819 1.062 -1.952
N 0.501 1.499 -1.594
C -2.894 -1.806 0.006
C -3.865 -2.757 0.278
C -5.037 -2.786 -0.470
Cl -6.227 -4.011 -0.100
N -1.696 -1.654 0.707
C -1.374 -2.231 1.866
O -2.016 -3.041 2.537
C -0.005 -1.779 2.363
C 0.530 -2.329 3.514
C 1.818 -1.985 3.883
C 2.545 -1.124 3.073
C 1.932 -0.606 1.946
N 0.683 -0.905 1.614
H -4.453 -0.186 -2.554
H -0.838 1.110 -4.691
H 1.608 1.076 -5.318
H 3.247 0.644 -3.438
H 2.501 0.987 -1.115
H -3.709 -3.465 1.076
H -0.087 -3.006 4.088
H 2.258 -2.388 4.787
H 3.560 -0.839 3.315
H 2.448 0.083 1.289
C -3.610 0.213 3.121
C -2.312 0.696 3.684
N -2.149 0.782 4.987
C -0.982 1.256 5.477
C 0.031 1.753 4.696
C 1.234 2.396 5.321
O 1.074 3.810 5.512
C -0.122 1.694 3.295
C 0.733 2.415 2.352
N 0.648 2.233 1.091
C 0.979 3.209 0.149
C 1.349 4.517 0.467
C 1.472 5.484 -0.510
C 1.205 5.164 -1.835
C 0.845 3.872 -2.166
C 0.728 2.896 -1.187
I -2.673 3.512 -0.192
C -1.265 1.054 2.780
O -1.337 0.831 1.520
H -4.326 0.078 3.930
H -3.479 -0.740 2.604
H -3.987 0.930 2.388
H -0.889 1.261 6.558
H 2.125 2.206 4.712
H 1.410 1.984 6.315
H 0.558 4.142 4.769
H 1.366 3.207 2.776
H 1.502 4.787 1.504
H 1.751 6.495 -0.236
H 1.269 5.919 -2.608
H 0.630 3.612 -3.193
O 0.932 -3.142 -0.108
C 0.922 -2.383 -1.071
O 0.433 -1.202 -1.151
C 1.592 -2.860 -2.353
C 2.480 -3.930 -2.293
C 3.169 -4.335 -3.423
C 2.953 -3.649 -4.607
C 2.042 -2.613 -4.705
C 1.353 -2.229 -3.566
N 3.726 -4.037 -5.802
O 3.572 -3.387 -6.819
O 4.484 -4.986 -5.710
H 2.611 -4.428 -1.342
H 3.868 -5.158 -3.403
H 1.889 -2.120 -5.654
H 0.618 -1.438 -3.606
*
```

For the relative energy (zero: lowest compared OMol25 entry of this formula, charge and spin), the calculation gives 1.340 eV. The calculation puts the gap between HOMO and LUMO (alpha / beta) at 4.79 / 4.79 eV. The HOMO energy (alpha / beta) comes out at -1.8 / -1.8 eV. Its electronic energy is -4649.25282 a.u. The expectation value of S² is 3.80.



Q: Look up the relative energy (zero: lowest compared OMol25 entry of this formula, charge and spin) of the third one.
A: 6.414 eV



Q: Among the records above, which one has the lowest electronic energy?
A: C39H26BClF4GdN6OSe



Q: relative energy (zero: lowest compared OMol25 entry of this formula, charge and spin) of number 3 (C39H26BClF4GdN6OSe)?
A: 6.414 eV